{"formula": "C44H43InN3OP2S", "method": "ωB97M-V/def2-TZVPD", "elements": ["In", "O", "S", "C", "C", "C", "C", "C", "C", "P", "C", "C", "C", "C", "C", "C", "C", "C", "C", "C", "C", "C", "C", "C", "C", "C", "C", "C", "P", "C", "C", "C", "C", "C", "C", "C", "C", "C", "C", "C", "C", "H", "H", "H", "H", "H", "H", "H", "H", "H", "H", "H", "H", "H", "H", "H", "H", "H", "H", "H", "H", "H", "H", "H", "H", "H", "H", "H", "H", "C", "C", "N", "C", "C", "N", "C", "C", "H", "H", "H", "H", "H", "H", "H", "H", "H", "H", "H", "H", "C", "C", "N", "H", "H", "H"], "positions_angstrom": [[2.300, 3.216, -5.431], [-1.214, -1.578, 0.583], [-0.848, -0.100, 1.052], [-2.522, 0.376, 1.456], [-2.778, 1.667, 1.886], [-4.109, 2.007, 2.063], [-5.126, 1.143, 1.760], [-4.819, -0.126, 1.244], [-3.502, -0.528, 1.241], [-2.828, -2.040, 0.542], [-2.776, -3.603, 1.455], [-1.545, -4.170, 1.813], [-1.469, -5.396, 2.502], [-2.660, -6.005, 2.839], [-3.897, -5.493, 2.444], [-3.992, -4.278, 1.819], [-3.274, -2.299, -1.130], [-3.197, -1.238, -2.012], [-3.490, -1.411, -3.358], [-3.872, -2.633, -3.885], [-4.000, -3.656, -3.000], [-3.669, -3.527, -1.672], [-0.054, -0.299, 2.639], [-0.798, -0.673, 3.762], [-0.255, -0.669, 5.081], [0.962, 0.009, 5.285], [1.679, 0.415, 4.125], [1.238, 0.222, 2.840], [2.445, 0.734, 1.466], [2.085, 2.452, 1.243], [2.681, 3.089, 0.198], [2.611, 4.473, 0.101], [1.851, 5.226, 0.989], [1.048, 4.553, 1.875], [1.252, 3.167, 2.119], [4.023, 0.650, 2.424], [4.669, -0.544, 2.667], [5.811, -0.550, 3.431], [6.328, 0.602, 3.937], [5.688, 1.826, 3.708], [4.549, 1.805, 2.947], [-1.985, 2.385, 2.041], [-4.390, 2.969, 2.418], [-6.116, 1.492, 1.863], [-5.538, -0.830, 0.854], [-0.658, -3.624, 1.574], [-0.462, -5.752, 2.700], [-2.710, -6.925, 3.376], [-4.814, -5.992, 2.739], [-4.963, -3.952, 1.521], [-2.906, -0.268, -1.635], [-3.386, -0.599, -4.031], [-3.996, -2.727, -4.945], [-4.192, -4.639, -3.380], [-3.677, -4.460, -1.031], [-1.813, -1.102, 3.659], [-0.778, -1.192, 5.886], [1.505, 0.169, 6.175], [2.631, 0.942, 4.184], [3.323, 2.647, -0.552], [3.100, 4.999, -0.751], [1.853, 6.328, 0.884], [0.462, 5.184, 2.513], [0.848, 2.737, 3.018], [4.339, -1.457, 2.215], [6.239, -1.498, 3.637], [7.179, 0.570, 4.522], [6.116, 2.812, 4.126], [3.939, 2.714, 2.814], [0.404, 0.232, -4.460], [0.338, -1.050, -3.549], [1.706, -1.494, -3.362], [2.460, -1.640, -4.559], [2.724, -0.211, -5.106], [1.789, 0.733, -4.374], [2.179, 0.837, -2.921], [2.422, -0.610, -2.434], [-0.274, 1.055, -4.076], [0.288, 0.029, -5.518], [-0.262, -1.871, -3.949], [-0.047, -0.793, -2.578], [1.946, -2.192, -5.296], [3.419, -2.042, -4.293], [2.514, -0.111, -6.184], [3.733, 0.099, -4.921], [1.450, 1.420, -2.430], [3.194, 1.379, -2.980], [2.103, -0.737, -1.420], [3.480, -0.855, -2.521], [-1.958, 5.282, -4.036], [-0.721, 4.558, -4.026], [0.238, 3.982, -4.266], [-2.683, 4.515, -4.289], [-1.975, 6.025, -4.844], [-2.141, 5.713, -3.053]], "atomic_forces_ev_per_a": [[0.20, -0.47, -0.02], [-1.09, -0.89, -0.61], [0.85, 0.56, 1.38], [1.78, 1.80, 0.89], [-0.02, -0.12, -0.20], [0.51, 0.25, 0.29], [0.49, -1.51, -0.91], [-0.71, 0.08, 0.62], [-0.07, -1.37, -1.41], [1.03, -1.64, 0.42], [-1.17, -0.07, 0.57], [-0.56, 0.03, 0.11], [-0.09, 1.31, -0.72], [-0.19, -0.37, -0.27], [-0.04, 0.37, 0.71], [1.47, 0.25, -0.93], [-0.38, -0.45, -0.44], [-0.21, 0.73, -0.59], [0.30, 0.36, 0.34], [0.32, 1.20, 0.46], [0.36, -1.52, -0.03], [0.07, -1.65, 1.87], [-0.37, 0.74, 0.70], [-0.51, -1.18, 1.15], [0.28, 0.48, -0.92], [0.09, -0.55, -2.86], [-0.42, 0.04, 1.10], [0.42, 0.71, -1.38], [0.00, -2.28, 0.12], [-1.08, -0.02, 1.67], [0.89, 1.82, -1.24], [0.19, 0.69, -0.97], [0.06, 0.38, -1.35], [0.77, -0.62, 1.23], [0.07, 1.62, -1.01], [-0.76, -0.01, -0.70], [-0.21, -0.03, -0.63], [-0.51, -0.66, -0.22], [-1.07, 1.51, -0.32], [1.43, 1.00, 0.76], [-1.10, 1.89, 0.15], [0.08, 0.03, 0.07], [0.09, 0.71, 0.25], [-1.07, 0.07, -0.02], [-0.50, 0.16, 0.26], [0.54, -0.01, -0.11], [-0.42, -0.32, 0.30], [0.39, -0.53, 0.32], [0.16, -0.13, -0.12], [-0.49, 0.55, -0.14], [0.03, 0.31, -0.16], [0.11, 0.80, -0.36], [-0.28, -0.23, -0.31], [-0.38, -0.41, 0.02], [-0.08, 1.28, -0.76], [0.63, 0.32, -0.04], [0.02, 0.51, -0.26], [-0.16, -0.06, 1.35], [-0.20, -0.34, 0.61], [-0.09, -0.73, 0.17], [-0.12, -0.54, 0.89], [-0.22, -0.83, 0.23], [-0.50, -0.22, 0.49], [-0.28, -0.26, 0.03], [-0.32, -0.43, -0.07], [0.65, -0.60, 0.18], [1.70, -0.04, 1.09], [-0.82, -1.82, -0.71], [0.71, -0.20, 0.05], [0.08, 0.40, 0.93], [0.61, 0.36, -1.07], [-0.41, -1.01, 1.98], [0.69, 1.87, -0.12], [-1.45, 0.50, 0.04], [0.41, 0.78, 0.12], [3.19, -0.32, -2.47], [-0.41, 0.31, -1.01], [0.50, -0.92, -0.71], [-0.75, -0.11, -0.14], [-0.07, 0.18, -0.18], [-0.32, 0.09, 0.49], [-0.52, -1.08, -0.63], [0.34, -0.81, -0.17], [0.11, -0.07, 0.33], [0.58, 0.33, 0.09], [-0.83, 0.61, 0.81], [-1.47, -0.40, 0.63], [-0.21, -0.25, 0.66], [-0.01, 0.01, 0.28], [-0.41, 0.00, 0.16], [0.51, 0.28, -0.99], [0.28, -0.39, 0.55], [-0.56, 0.12, 0.17], [0.20, -0.06, 0.38], [-0.25, 0.12, -0.18]], "e_above_lowest_ev": 0.000, "homo_energy_ev": -14.32, "e_tot_ha": -3212.0231, "total_charge": 3, "homo_lumo_gap_ev": 5.9}